Computed, not measured: an isolated ion of composition C4H8N3 and charge +1 in a non-equilibrium geometry, with ωB97M-V/def2-TZVPD.

Calculated values
Charge: +1
HOMO energy in eV: -13.20
Relative energy (zero: lowest compared OMol25 entry of this formula, charge and spin) in kJ/mol: 458.4
Kohn-Sham gap in eV: 9.19
SMILES: C=NC1=[NH+]NCC1
F_max in eV/A: 6.927
Molar mass in g mol⁻¹: 98.13

Element x y z (Å)
C  -0.9286  -0.0370  -2.8292
N  -0.3002  -0.2045  -1.7732
C  -0.1904  -0.2381  -0.4789
N  -0.2723  -1.3209  0.2958
N  0.2481  -1.4138  1.5661
C  0.8087  0.0773  1.6831
C  0.6074  0.9687  0.3074
H  -0.3747  -0.0306  -3.7121
H  -2.0055  0.2592  -2.9084
H  -0.7049  -2.1367  -0.1126
H  -0.4960  -1.8088  2.2324
H  0.2360  0.4536  2.5301
H  1.7595  0.0284  1.9948
H  -0.0569  1.8586  0.3814
H  1.5591  1.0977  -0.0116